<P>
Formula: C12H17N
Source: the Open Molecules 2025 dataset
Level of theory: the ωB97M-V functional and the def2-TZVPD basis

Computed properties:
Orbital gap: 8.71 eV
Molecular weight: 175.28 g mol⁻¹
SMILES: CCc1c[nH]c2ccccc12.CC
LUMO level: 0.033 Ha

```
! wB97M-V def2-TZVPD RIJCOSX def2/J DEFGRID3
* xyz 0 1
C 2.26493 0.52260 1.50426
C 3.51037 0.99655 0.73520
H 2.47523 -0.49014 1.79448
H 2.07653 1.12751 2.43501
H 1.41354 0.81729 0.88607
H 3.33731 1.68114 -0.08385
H 4.13042 1.55226 1.40308
H 4.10824 0.16641 0.31874
C -1.92514 0.46959 1.56667
C -3.33568 1.11732 1.52149
C -1.32091 0.37636 0.14605
C -1.38813 1.40908 -0.72812
C -0.58314 -0.64227 -0.48429
C -0.26462 -0.23587 -1.82988
C -0.34080 -1.96750 -0.11492
C 0.41090 -1.06779 -2.69258
C 0.34416 -2.75359 -1.00183
C 0.84073 -2.29959 -2.21452
N -0.89523 0.99864 -1.96767
H -1.29781 1.05518 2.24015
H -2.09123 -0.56513 1.83487
H -3.96634 0.18696 1.42838
H -1.69844 2.41084 -0.62061
H -0.64181 1.59502 -2.78212
H -0.78099 -2.38011 0.82841
H 0.78718 -0.79537 -3.68224
H 0.51516 -3.80694 -0.75934
H 1.41535 -2.99222 -2.82289
H -3.47278 1.84901 0.71254
H -3.62700 1.66474 2.42946
*
```

Mulliken atomic charge list, values in e, 8 entries: number 1, C, carries -0.305; number 2, C, carries -1.029; number 3, H, carries 0.331; number 4, H, carries 0.309; number 5, H, carries -0.196; number 6, H, carries 0.304; number 7, H, carries 0.325; number 8, H, carries 0.256

<Q>
Formula: C12H17N
Source: the Open Molecules 2025 dataset
Level of theory: the ωB97M-V functional and the def2-TZVPD basis

Computed properties:
Orbital gap: 8.75 eV
Molecular weight: 175.28 g mol⁻¹
SMILES: Cc1c[nH]c2ccccc12.CCC
LUMO level: 0.034 Ha

```
! wB97M-V def2-TZVPD RIJCOSX def2/J DEFGRID3
* xyz 0 1
C 2.01406 -0.42477 -2.64054
C -0.19705 -0.17277 -1.24056
C 0.90140 0.35315 -1.98874
C -0.86025 0.93865 -0.65016
C 0.82520 1.71360 -1.91403
C -1.71994 -1.61619 -0.09692
C -2.38322 -0.51448 0.46262
C -0.65545 -1.46589 -0.95481
C -1.97153 0.77590 0.17321
N -0.24753 2.06981 -1.11284
H -2.07247 -2.59000 0.20857
H -3.25255 -0.58669 1.10105
H -0.13325 -2.31894 -1.37503
H -2.38258 1.63453 0.70082
H 2.95521 0.09508 -2.48695
H 1.91496 -0.50075 -3.72737
H 1.45509 2.45770 -2.37156
H -0.41293 2.97739 -0.71756
H 2.09941 -1.42322 -2.21827
C 0.72672 -0.89989 3.02177
C 2.15347 -1.02591 2.47093
C 0.25817 0.56174 3.04087
H 0.04699 -1.46622 2.38584
H 0.77209 -1.31214 4.02820
H 2.19737 -1.13020 1.38388
H 0.29133 1.03013 4.02629
H 2.76667 -1.81078 2.92479
H 2.70481 -0.10698 2.72127
H 0.88122 1.12025 2.34582
H -0.78413 0.68818 2.75209
*
```

Mulliken atomic charge list, values in e, 8 entries: number 1, C, carries -1.397; number 2, C, carries 1.099; number 3, C, carries 0.599; number 4, C, carries -0.412; number 5, C, carries -0.742; number 6, C, carries -0.666; number 7, C, carries -0.420; number 8, C, carries -0.421

<R>
Formula: C12H17N
Source: the Open Molecules 2025 dataset
Level of theory: the ωB97M-V functional and the def2-TZVPD basis

Computed properties:
Orbital gap: 8.75 eV
Molecular weight: 175.28 g mol⁻¹
SMILES: Cc1c[nH]c2ccccc12.CCC
LUMO level: 0.034 Ha

```
! wB97M-V def2-TZVPD RIJCOSX def2/J DEFGRID3
* xyz 0 1
C 2.60660 -1.55234 -1.01808
C 0.67885 -0.81372 0.54698
C 1.54480 -1.81061 -0.00690
C -0.09402 -1.43689 1.55531
C 1.32582 -2.95557 0.69522
C 0.52689 0.55458 0.30570
C -0.34421 1.31323 1.07026
C -1.20029 0.61117 1.93478
C -1.08388 -0.72257 2.23026
N 0.33609 -2.72862 1.64213
H 1.20694 0.94580 -0.44077
H -0.30731 2.38491 0.96839
H -1.90980 1.21578 2.48773
H 3.48916 -1.08020 -0.58464
H 2.27815 -0.94538 -1.86591
H 1.69155 -3.96127 0.55393
H 0.02303 -3.45241 2.26386
H -1.67467 -1.24234 2.97138
H 2.96862 -2.45593 -1.51223
C -1.31831 2.25820 -1.83297
C -0.75780 3.66035 -1.67920
C -1.78537 1.91505 -3.23985
H -2.13528 2.11275 -1.12155
H -0.52824 1.59004 -1.49457
H -1.24548 4.38754 -2.34039
H -0.70034 3.99670 -0.64834
H -2.34331 0.99718 -3.40665
H 0.24964 3.76651 -2.10549
H -0.93878 1.92666 -3.93791
H -2.37125 2.77355 -3.57204
*
```

Mulliken atomic charge list, values in e, 8 entries: number 1, C, carries -1.383; number 2, C, carries 1.098; number 3, C, carries 0.451; number 4, C, carries -0.321; number 5, C, carries -0.677; number 6, C, carries -0.300; number 7, C, carries -0.782; number 8, C, carries -0.264

Which one sits at the top of the stability order? <Q> does.

<P>
Formula: C12H17N
Source: the Open Molecules 2025 dataset
Level of theory: the ωB97M-V functional and the def2-TZVPD basis

Computed properties:
Orbital gap: 8.87 eV
Molecular weight: 175.28 g mol⁻¹
SMILES: Cc1c[nH]c2ccccc12.CCC
LUMO level: 0.035 Ha

```
! wB97M-V def2-TZVPD RIJCOSX def2/J DEFGRID3
* xyz 0 1
C 2.89063 -0.03451 -1.06123
C 0.50263 1.05126 -0.94251
C 1.82135 0.77736 -0.41376
C -0.19734 1.68910 0.10443
C 1.86287 1.26064 0.85380
C -0.03589 0.91111 -2.21193
C -1.49085 2.10574 -0.15409
C -1.36164 1.17543 -2.40429
C -2.08637 1.74709 -1.35244
N 0.68675 1.95228 1.12539
H 0.62663 0.55935 -2.99281
H 3.71088 -0.12255 -0.36509
H 3.29737 0.47407 -1.94982
H 2.76595 1.44298 1.41802
H 0.28183 2.23489 1.99830
H -2.15898 2.43480 0.59639
H -1.90190 0.77042 -3.24880
H -3.11633 2.03043 -1.52651
H 2.65851 -1.01045 -1.49133
C -1.41761 -1.97370 1.29486
C -0.68313 -2.50384 0.08788
C -0.48459 -1.36345 2.34798
H -2.22481 -1.26569 1.11084
H -2.01433 -2.75613 1.77915
H -0.36604 -1.69409 -0.57736
H 0.54685 -1.34760 2.02013
H -0.79523 -0.39544 2.73616
H -1.20970 -3.28722 -0.44795
H 0.29354 -2.87296 0.42070
H -0.40106 -1.98932 3.24589
*
```

Mulliken atomic charge list, values in e, 8 entries: number 1, C, carries -1.453; number 2, C, carries 0.607; number 3, C, carries 0.848; number 4, C, carries -0.064; number 5, C, carries -0.947; number 6, C, carries -0.250; number 7, C, carries -0.835; number 8, C, carries -0.629

<Q>
Formula: C12H17N
Source: the Open Molecules 2025 dataset
Level of theory: the ωB97M-V functional and the def2-TZVPD basis

Computed properties:
Orbital gap: 9.19 eV
Molecular weight: 175.28 g mol⁻¹
SMILES: CCc1c[nH]c2ccccc12.CC
LUMO level: 0.034 Ha

```
! wB97M-V def2-TZVPD RIJCOSX def2/J DEFGRID3
* xyz 0 1
C -0.45707 -3.09434 -0.76509
C -1.14018 -2.83247 -2.12986
C -0.23619 -1.83296 -0.02857
C 0.93403 -1.27446 0.25912
C -1.28567 -0.85085 0.28193
C -0.58794 0.35800 0.57398
C -2.63577 -0.90314 0.35759
C -1.29243 1.52011 0.82514
C -3.29544 0.31418 0.54988
C -2.70143 1.54368 0.76137
N 0.80363 0.09822 0.69297
H -0.95017 -3.91290 -0.21183
H 0.48807 -3.64412 -0.89352
H -2.15345 -2.47821 -1.98434
H 1.97274 -1.51276 0.08189
H 1.32225 0.64647 0.03151
H -3.25819 -1.78790 0.34242
H -0.73590 2.39121 1.15450
H -4.37983 0.26246 0.65985
H -3.29451 2.44185 0.77347
H -1.25871 -3.82757 -2.57540
H -0.44011 -2.26005 -2.72822
C 2.58756 3.13003 0.43096
C 3.64747 2.03171 0.51632
H 2.64404 3.77691 -0.44549
H 1.60190 2.72245 0.67851
H 2.58547 3.88509 1.22487
H 3.12026 1.11639 0.24667
H 3.96182 1.97638 1.55454
H 4.43377 1.99659 -0.23516
*
```

Mulliken atomic charge list, values in e, 8 entries: number 1, C, carries -0.843; number 2, C, carries -1.069; number 3, C, carries 0.355; number 4, C, carries -0.775; number 5, C, carries 0.892; number 6, C, carries -0.119; number 7, C, carries -0.621; number 8, C, carries -0.200

Which one sits at the top of the stability order? <P> does.

<P>
Formula: C5H10N
Source: the Open Molecules 2025 dataset
Level of theory: the ωB97M-V functional and the def2-TZVPD basis

Computed properties:
Orbital gap: 9.90 eV
Molecular weight: 84.14 g mol⁻¹
LUMO level: -0.132 Ha

```
! wB97M-V def2-TZVPD RIJCOSX def2/J DEFGRID3
* xyz 1 1
C 1.81187 -1.79834 0.42071
C 1.29246 0.29336 -0.89746
C 0.98170 1.45284 -1.62168
C -2.08758 -0.23909 1.31876
C -2.54747 0.81488 0.67581
N 1.52378 -0.66855 -0.31191
H 1.51930 -1.63860 1.46033
H 1.25907 -2.64640 0.01064
H 1.89875 1.97936 -1.89673
H 0.43482 1.19051 -2.53146
H 0.35569 2.10730 -1.00847
H -1.78004 -0.18119 2.35036
H -2.02512 -1.21398 0.85878
H 2.88071 -1.99925 0.35435
H -2.88569 0.77330 -0.34576
H -2.63227 1.77385 1.16372
*
```

Mulliken atomic charge list, values in e, 8 entries: number 1, C, carries -0.587; number 2, C, carries 0.392; number 3, C, carries -0.915; number 4, C, carries -0.502; number 5, C, carries -0.552; number 6, N, carries 0.179; number 7, H, carries 0.313; number 8, H, carries 0.309

<Q>
Formula: C5H10N
Source: the Open Molecules 2025 dataset
Level of theory: the ωB97M-V functional and the def2-TZVPD basis

Computed properties:
Orbital gap: 11.45 eV
Molecular weight: 84.14 g mol⁻¹
SMILES: CC=[N+]=CCC
LUMO level: -0.167 Ha

```
! wB97M-V def2-TZVPD RIJCOSX def2/J DEFGRID3
* xyz 1 1
C -0.53325 0.99390 -0.03063
C 1.71919 -0.12637 -0.50989
C -1.89893 0.51693 0.54609
C 2.92278 -0.14650 0.32418
C -2.32831 -0.64676 -0.30970
N 0.53925 0.31526 -0.23002
H -2.63618 1.41190 0.66067
H -0.36737 1.90297 -0.64406
H 1.76697 -0.85064 -1.36326
H -1.59607 0.16850 1.56638
H 3.92886 0.18310 -0.17806
H 3.05826 -1.14372 0.60457
H 2.85196 0.29246 1.30324
H -1.76745 -1.57187 -0.25129
H -2.33983 -0.35815 -1.43885
H -3.31987 -0.94101 -0.04938
*
```

Mulliken atomic charge list, values in e, 8 entries: number 1, C, carries -0.079; number 2, C, carries 0.134; number 3, C, carries -0.163; number 4, C, carries -0.985; number 5, C, carries -1.106; number 6, N, carries -0.022; number 7, H, carries 0.293; number 8, H, carries 0.371

<R>
Formula: C5H10N
Source: the Open Molecules 2025 dataset
Level of theory: the ωB97M-V functional and the def2-TZVPD basis

Computed properties:
Orbital gap: 9.30 eV
Molecular weight: 84.14 g mol⁻¹
SMILES: CC=C=CC[NH3+]
LUMO level: -0.148 Ha

```
! wB97M-V def2-TZVPD RIJCOSX def2/J DEFGRID3
* xyz 1 1
C 0.31196 -1.33515 -0.16859
C -1.76561 0.15780 1.04722
C 1.39758 -0.73465 -1.00421
C -2.32482 1.13649 -0.00840
C -0.67407 -0.58157 0.49878
N 2.08159 0.10365 0.28410
H 0.27495 -2.25267 -0.60676
H 2.20253 -1.37350 -1.22315
H 1.21476 0.04561 -1.82317
H -1.50065 1.70607 -0.37638
H -3.08538 1.62791 0.45786
H -2.77626 0.64204 -0.90434
H -1.90073 0.28087 2.10808
H 1.98200 -0.64327 1.11519
H 1.48135 0.88684 0.39898
H 3.08081 0.33353 0.20480
*
```

Mulliken atomic charge list, values in e, 8 entries: number 1, C, carries -0.559; number 2, C, carries -0.304; number 3, C, carries -0.324; number 4, C, carries -0.971; number 5, C, carries 0.181; number 6, N, carries -0.512; number 7, H, carries 0.420; number 8, H, carries 0.368

Which one sits at the top of the stability order? <P> does.